Molecular formula: C42H36N4P2PtS
Method: DFT, ωB97M-V with the def2-TZVPD basis set

Geometry as XYZ:
```
86
C42H36N4P2PtS (ωB97M-V with the def2-TZVPD basis set)
C -4.336 -1.196 -1.197
C 1.000 2.284 3.375
S 4.586 3.029 -3.044
C 0.434 0.111 -6.044
H -1.072 2.384 0.323
C 1.195 -1.771 -2.008
C -1.062 -1.823 0.315
H -2.072 0.242 -1.917
C -2.934 0.174 2.100
H 0.412 1.904 -7.216
H 2.771 1.465 -3.594
H -4.155 -0.163 -1.465
H 1.117 -5.064 -2.785
C -3.029 2.776 1.115
H 4.791 3.853 1.587
C 0.397 -0.433 -4.770
C 3.227 2.023 -2.790
N 3.898 3.395 1.662
C 2.443 3.259 5.068
C 0.372 1.488 -6.218
H 2.427 -3.263 3.831
C -3.284 -1.993 -0.739
H 0.511 -0.545 -6.900
C 1.630 -2.532 3.872
C 4.592 3.434 -1.385
C 3.387 -2.758 -1.790
C 1.090 -2.152 5.094
H 3.528 -4.833 -2.309
H -0.374 -3.114 -2.628
C 2.549 -1.660 -1.676
C 1.242 2.642 4.683
H 0.213 3.403 -5.259
C 0.219 1.796 -3.844
C -5.884 -3.011 -0.893
H -3.074 3.784 0.724
C -4.082 2.271 1.861
H -6.886 -3.410 -0.971
H -2.913 -0.845 2.468
H -1.799 -1.241 -2.815
H 0.470 -1.504 -4.630
H 2.937 -0.709 -1.336
C -3.560 -3.301 -0.334
H 4.439 -2.661 -1.555
C 3.574 2.796 -0.742
H -5.041 -4.829 -0.140
C 0.133 -1.011 2.753
H 1.473 -2.585 6.007
H 1.595 -2.230 1.748
H -1.170 0.135 4.033
H -4.866 0.576 2.920
N 2.046 2.354 1.072
H 0.491 2.445 5.437
C -1.545 -0.722 -1.882
H -1.602 -2.357 1.095
C 2.874 -3.977 -2.208
C -5.623 -1.700 -1.266
C 1.161 -1.959 2.705
C -0.396 -0.619 3.980
H -0.344 -0.908 6.095
H 0.142 2.439 -2.974
N 2.809 1.997 -1.560
H 5.325 4.118 -0.990
H -4.946 2.890 2.063
C 1.520 -4.105 -2.489
C 3.426 3.563 4.150
C 0.681 -3.005 -2.399
H 0.084 1.794 3.077
C 1.987 2.576 2.439
Pt 1.035 1.081 -0.300
H 2.602 3.501 6.109
H -6.427 -1.061 -1.607
C 3.166 3.231 2.826
C 0.078 -1.203 5.143
C 0.263 2.331 -5.121
N -1.959 -1.505 -0.744
C -4.040 0.970 2.343
P -0.339 -0.299 1.164
C -4.848 -3.802 -0.421
H -0.215 -2.441 -0.006
P 0.222 -0.238 -1.984
C 0.282 0.412 -3.669
H -2.756 -3.950 -0.004
C -1.845 0.688 1.393
C -1.911 1.988 0.886
C 3.191 2.856 0.651
H 4.354 4.032 4.448
```

Calculated values
net charge	+2
HOMO energy	-12.343	eV
LUMO	-5.994	eV
Kohn-Sham gap	6.349	eV

Mulliken atomic charge list, values in e, 8 entries:
1. C -0.099
2. C 0.120
3. S -0.073
4. C -0.788
5. H 0.168
6. C 0.509
7. C -1.931
8. H 0.450



Molecular formula: C42H36N8O9PTb
Method: DFT, ωB97M-V with the def2-TZVPD basis set

Geometry as XYZ:
```
97
C42H36N8O9PTb (ωB97M-V with the def2-TZVPD basis set)
H -1.653 -4.431 0.889
H 1.053 -2.276 -3.245
C -3.974 -1.348 -0.243
C -3.787 2.982 -0.094
C -6.384 -2.078 0.927
N 1.287 1.833 1.534
Tb 0.250 0.049 -0.199
C -3.007 -3.019 -2.444
C 6.532 3.736 -2.421
C -5.225 -2.056 1.683
H 2.310 3.486 4.025
C 7.564 4.666 -2.655
H 5.664 1.284 -0.253
H -0.332 2.235 -2.098
C -1.755 -1.403 -3.693
H 0.173 -1.146 5.036
N -0.858 0.566 -2.782
C 1.601 -1.768 3.566
N -0.254 -0.738 2.718
H 1.416 -2.202 6.901
C 4.363 2.857 -2.960
H -3.107 -1.663 1.679
C -0.519 3.116 0.384
C 3.000 -2.919 5.657
H -4.610 4.555 -1.287
C -2.931 -3.912 -3.499
O -1.029 5.000 3.541
C 6.631 2.839 -1.352
N 1.107 -3.406 -1.593
C 0.406 2.885 1.565
C -3.278 1.698 -0.099
H 4.431 -3.507 4.178
H 3.532 -3.386 6.472
C -5.146 -1.377 -1.000
C 1.101 -1.669 4.861
H 3.381 0.374 2.085
C 0.095 4.942 3.147
H 2.237 -1.822 -2.152
C 0.729 3.712 2.614
H -3.783 3.559 0.818
H 7.522 2.848 -0.739
C -1.075 -0.135 -3.823
H -2.226 -4.244 -5.501
C 5.596 1.973 -1.084
C 3.325 1.170 -1.542
C 1.805 -2.255 5.896
H -3.675 0.954 -3.387
C -2.456 -1.739 -2.520
C -0.646 -4.751 1.156
H -7.324 -2.349 1.385
H -0.637 -5.795 1.450
C 2.804 -2.422 3.319
H -5.260 -2.320 2.731
N 1.836 3.143 3.204
N 8.398 5.437 -2.824
H 3.475 2.850 -3.574
O 0.933 6.001 3.229
H -0.278 -4.127 1.971
C 2.331 0.516 -1.262
C -6.343 -1.749 -0.421
C -3.707 1.510 -2.459
C 3.289 1.144 2.850
H -1.173 -2.017 -5.657
P -2.439 -0.682 -1.022
O 0.224 -4.652 0.032
O -0.877 -0.199 1.736
O -0.399 -2.492 -0.172
H -4.554 3.250 -3.369
H 1.771 5.854 2.768
O 1.490 -1.224 1.307
H -5.109 -1.107 -2.047
H -3.526 -3.320 -1.546
C 3.501 -2.993 4.367
H 3.163 -2.468 2.302
O -1.068 4.193 0.247
C 0.266 -3.443 -0.535
H 4.202 1.740 2.869
C -1.699 -2.304 -4.757
N 1.287 -2.186 -2.259
C 2.128 2.006 2.524
O -0.556 2.128 -0.422
H 5.331 4.415 -4.064
H -0.758 0.192 -4.815
C -2.279 -3.554 -4.671
H -2.879 1.270 0.815
H -3.384 -4.889 -3.411
C 5.394 3.726 -3.234
O -0.247 1.777 -2.981
C -4.020 -1.693 1.099
N 0.907 -1.207 2.476
H 1.711 -4.199 -1.776
C -3.226 0.959 -1.282
H -7.243 -1.778 -1.019
H 3.165 0.672 3.826
C -4.248 3.539 -1.277
C -4.211 2.802 -2.448
C 4.437 1.981 -1.870
```

Calculated values
HOMO energy (alpha / beta)	-8.188 / -8.199	eV
spin multiplicity	7
LUMO (alpha / beta)	-0.136 / -0.116	eV
Kohn-Sham gap (alpha / beta)	8.052 / 8.084	eV

Mulliken atomic charge list, values in e, 8 entries:
1. H 0.197
2. H 0.229
3. C 0.058
4. C -0.586
5. C -0.590
6. N 0.419
7. Tb -0.118
8. C -0.545



Molecular formula: C42H36N8RhSi
Method: DFT, ωB97M-V with the def2-TZVPD basis set

Geometry as XYZ:
```
88
C42H36N8RhSi (ωB97M-V with the def2-TZVPD basis set)
H 4.530 1.004 -2.110
H 2.437 -2.388 6.407
C 2.833 3.828 0.392
H 3.906 0.396 1.698
C 1.496 -2.559 3.163
H -2.132 2.263 -1.437
C 0.934 -4.005 -0.717
C 1.845 -2.876 5.634
C -7.927 0.417 -2.282
C 4.529 2.942 -3.013
C -7.391 -0.458 -3.222
N -10.464 0.905 -2.262
C 0.057 4.284 -0.176
C 3.915 1.806 -2.503
H 1.759 1.249 3.469
H 5.509 2.243 1.663
C 1.698 0.173 3.370
H -1.858 4.936 -1.042
C -9.337 0.687 -2.270
C 3.595 1.369 1.339
H -5.101 1.287 -0.656
N 1.169 -2.408 0.780
H -3.531 -1.312 -4.255
C 5.112 4.804 0.784
H 0.498 0.889 -4.576
H 4.640 5.754 1.033
H 2.362 -4.128 1.005
C 2.374 3.872 -3.520
C -5.202 -0.095 -2.312
C 1.594 -2.204 -3.744
C -1.164 4.154 -0.792
N 0.595 3.057 -0.039
H 0.372 -2.718 -6.859
H 5.940 4.645 1.473
H 1.045 -4.923 -1.266
H -8.041 -0.941 -3.939
Si 1.802 0.025 -2.000
C 4.495 2.411 1.321
H -3.199 0.361 -0.412
H -0.096 -0.299 -6.636
H 2.082 -2.746 -2.942
N 0.214 -1.973 -0.080
H 1.478 -3.933 -5.011
H 0.561 5.155 0.200
H 0.683 2.662 -3.047
C 4.127 3.671 0.851
C -5.732 0.782 -1.372
C -1.789 -0.985 -2.938
C -6.033 -0.717 -3.235
C 2.263 1.527 0.928
H -5.638 -1.415 -3.958
H 4.236 4.868 -3.910
C -1.311 2.786 -0.987
Rh 0.063 0.076 -0.479
C 0.633 -2.197 -5.947
C 1.611 -3.623 0.423
C 0.708 -0.172 -4.654
C 0.369 -0.838 -5.821
N -3.801 -0.359 -2.333
H -7.507 1.713 -0.626
H 5.527 4.896 -0.222
H -0.937 -1.378 -3.462
H 0.858 -3.079 6.054
C 1.483 -0.368 2.092
H 5.609 3.014 -3.018
H -0.629 -2.843 -1.789
C -2.911 -0.035 -1.370
C 1.742 -2.013 4.409
C -7.091 1.033 -1.355
C 0.083 -2.943 -0.992
H 2.882 -0.797 -1.393
N -1.687 -0.397 -1.694
H 1.375 -3.631 3.062
C 1.251 -2.879 -4.908
C 3.760 3.980 -3.516
C 2.526 1.676 -2.507
H 2.311 -3.835 5.407
C 1.384 -1.758 2.029
C 1.910 2.788 0.443
H 1.769 4.676 -3.921
C 1.767 2.728 -3.029
C -3.082 -0.966 -3.344
C 1.838 -0.622 4.485
H 2.009 -0.153 5.447
N 1.366 0.461 0.979
H 2.549 4.775 -0.048
C 1.318 -0.843 -3.590
N -0.258 2.118 -0.516
```

Calculated values
net charge	+1
HOMO energy	-9.450	eV
LUMO	-2.665	eV
Kohn-Sham gap	6.785	eV

Mulliken atomic charge list, values in e, 8 entries:
1. H 0.413
2. H 0.388
3. C -0.792
4. H 0.620
5. C -0.398
6. H 0.728
7. C -1.367
8. C -1.562